Entry from the Open Molecules 2025 dataset: a structure of composition C35H53BrN4ORuS3Si2 (ωB97M-V/def2-TZVPD).

As for the HOMO energy (alpha / beta): -4.3067 / -4.3764 eV. As for the expectation value of S²: 0.76. The relative energy (zero: lowest compared OMol25 entry of this formula, charge and spin) is 0.142 eV. For the largest force on an atom, the calculation gives 0.011 hartree/bohr. As for the HOMO-LUMO gap (alpha / beta): 6.489 / 6.534 eV.

ORCA input file:
```
! wB97M-V def2-TZVPD RIJCOSX def2/J DEFGRID3
* xyz -1 2
Ru -1.632 -1.216 -0.181
C 0.644 -6.069 2.856
C -0.067 -6.354 1.541
N -1.160 -5.422 1.285
C -2.492 -5.855 1.682
C -3.224 -6.598 0.572
C -0.918 -4.223 0.707
S -2.308 -3.252 0.338
N 0.362 -3.979 0.441
C 0.922 -2.799 0.194
O 0.417 -1.655 0.250
C 2.391 -2.874 -0.114
C 3.074 -1.709 -0.443
C 4.426 -1.746 -0.746
C 5.111 -2.953 -0.722
C 4.437 -4.120 -0.390
C 3.084 -4.081 -0.088
H 1.423 -6.811 3.040
H -0.058 -6.097 3.692
H 1.102 -5.082 2.821
H -0.500 -7.357 1.549
H 0.637 -6.300 0.714
H -3.067 -4.986 2.000
H -2.371 -6.499 2.556
H -3.372 -5.941 -0.285
H -4.201 -6.935 0.922
H -2.655 -7.472 0.248
H 2.518 -0.783 -0.459
H 4.945 -0.833 -1.007
H 6.167 -2.984 -0.961
H 4.968 -5.063 -0.367
H 2.546 -4.982 0.171
S -3.820 -0.774 -0.898
C -4.686 -0.387 0.565
C -6.082 -0.387 0.570
C -6.802 -0.071 1.712
C -8.236 -0.100 1.676
N -9.385 -0.124 1.627
C -6.115 0.264 2.892
C -4.727 0.277 2.889
C -3.998 -0.049 1.746
S -2.261 0.006 1.770
C -6.827 0.591 4.093
N -7.387 0.866 5.060
H -6.612 -0.647 -0.337
H -4.197 0.544 3.794
C 0.620 -1.239 -2.989
Si -1.230 -1.282 -2.567
C -1.927 -2.835 -3.382
C -1.955 0.216 -3.466
H 0.753 -0.863 -4.009
H 1.075 -2.232 -2.934
H 1.169 -0.581 -2.314
H -1.763 -2.823 -4.464
H -3.000 -2.916 -3.193
H -1.447 -3.726 -2.969
H -1.536 0.290 -4.475
H -1.722 1.141 -2.931
H -3.041 0.146 -3.539
C 1.202 5.947 1.166
C 0.732 4.486 1.251
C 1.132 3.931 2.627
C -0.807 4.463 1.220
Si 1.495 3.417 -0.153
Br 0.221 1.553 -0.182
C 1.293 4.191 -1.903
C 2.348 5.276 -2.170
C -0.097 4.830 -2.045
C 1.388 3.131 -3.014
C 3.291 2.844 0.224
C 4.178 4.024 0.650
C 3.924 2.206 -1.021
C 3.334 1.780 1.335
H 0.807 6.501 2.024
H 0.837 6.444 0.265
H 2.289 6.040 1.187
H 0.606 4.500 3.402
H 2.200 4.027 2.823
H 0.845 2.884 2.737
H -1.179 5.084 2.043
H -1.196 3.455 1.364
H -1.225 4.859 0.297
H 2.346 6.058 -1.408
H 2.136 5.754 -3.133
H 3.357 4.864 -2.229
H -0.226 5.698 -1.399
H -0.893 4.114 -1.831
H -0.225 5.169 -3.079
H 2.353 2.630 -3.048
H 1.238 3.624 -3.981
H 0.616 2.368 -2.907
H 4.210 4.815 -0.102
H 5.204 3.667 0.796
H 3.852 4.465 1.592
H 4.088 2.929 -1.820
H 3.316 1.390 -1.416
H 4.901 1.793 -0.748
H 3.018 2.167 2.300
H 4.366 1.426 1.443
H 2.711 0.919 1.101
*
```

Atomic partial charges in e from the Löwdin method, atoms 1 to 99:
1 Ru 0.29
2 C -0.07
3 C -0.22
4 N -0.14
5 C -0.27
6 C -0.08
7 C -0.63
8 S 0.71
9 N 0.11
10 C -0.43
11 O -0.20
12 C -0.13
13 C -0.03
14 C -0.07
15 C -0.10
16 C -0.09
17 C -0.03
18 H 0.07
19 H 0.07
20 H 0.07
21 H 0.11
22 H 0.10
23 H 0.08
24 H 0.12
25 H 0.06
26 H 0.07
27 H 0.07
28 H 0.07
29 H 0.09
30 H 0.10
31 H 0.10
32 H 0.09
33 S 0.57
34 C -0.67
35 C -0.07
36 C -0.21
37 C -0.19
38 N 0.14
39 C -0.21
40 C -0.07
41 C -0.70
42 S 0.53
43 C -0.19
44 N 0.14
45 H 0.11
46 H 0.11
47 C -0.22
48 Si 0.35
49 C -0.24
50 C -0.26
51 H 0.02
52 H 0.02
53 H -0.02
54 H 0.02
55 H 0.01
56 H 0.01
57 H 0.02
58 H 0.00
59 H 0.00
60 C -0.09
61 C -0.63
62 C -0.10
63 C -0.11
64 Si 0.47
65 Br 0.58
66 C -0.62
67 C -0.09
68 C -0.11
69 C -0.11
70 C -0.62
71 C -0.09
72 C -0.11
73 C -0.11
74 H 0.09
75 H 0.06
76 H 0.07
77 H 0.09
78 H 0.06
79 H 0.08
80 H 0.09
81 H 0.05
82 H 0.06
83 H 0.07
84 H 0.09
85 H 0.06
86 H 0.06
87 H 0.08
88 H 0.09
89 H 0.06
90 H 0.09
91 H 0.04
92 H 0.07
93 H 0.09
94 H 0.06
95 H 0.06
96 H 0.07
97 H 0.08
98 H 0.06
99 H 0.09

Entry from the Open Molecules 2025 dataset: a cluster of 15 separate species, C35H53N15O3 in total at a distorted geometry (ωB97M-V/def2-TZVPD).

As for the HOMO energy: -8.7863 eV. For the largest force on an atom, the calculation gives 0.080 hartree/bohr. As for the HOMO-LUMO gap: 8.797 eV.

ORCA input file:
```
! wB97M-V def2-TZVPD RIJCOSX def2/J DEFGRID3
* xyz 0 1
O 0.297 3.988 2.614
C -0.939 3.737 2.582
O -1.323 2.647 1.751
C -1.971 4.578 3.474
C -3.371 4.861 2.736
C -4.239 3.539 2.540
C -4.494 2.577 3.822
C -5.277 1.411 3.002
N -6.181 2.242 2.111
C -5.786 3.670 2.099
O -6.479 4.676 1.854
H -0.965 1.829 2.189
H -2.125 4.001 4.445
H -1.442 5.579 3.675
H -3.166 5.359 1.732
H -3.971 5.584 3.391
H -3.818 2.939 1.658
H -3.604 2.280 4.458
H -5.370 3.126 4.333
H -4.410 0.987 2.369
H -5.778 0.639 3.660
H -7.132 2.044 2.446
C 3.004 3.956 0.680
C 4.427 3.519 0.852
N 5.543 3.170 0.983
H 2.972 4.979 0.305
H 2.497 3.299 -0.029
H 2.483 3.912 1.638
C 5.919 -0.290 1.110
C 4.779 -1.259 1.111
N 3.882 -2.019 1.113
H 5.593 0.668 0.700
H 6.277 -0.137 2.129
H 6.737 -0.678 0.500
C 1.577 -2.009 -1.058
C 0.215 -1.396 -1.248
N -0.849 -0.905 -1.397
H 1.491 -3.094 -0.989
H 2.219 -1.756 -1.902
H 2.028 -1.630 -0.141
C 3.063 -4.985 -4.018
C 2.477 -3.609 -4.081
N 2.017 -2.527 -4.131
H 3.616 -5.110 -3.086
H 2.267 -5.730 -4.064
H 3.743 -5.138 -4.858
C 2.522 0.950 3.781
C 1.057 0.852 3.500
N -0.092 0.775 3.278
H 2.825 0.145 4.453
H 3.084 0.867 2.850
H 2.746 1.910 4.249
C 6.884 6.958 1.788
C 5.421 6.855 1.493
N 4.273 6.775 1.260
H 7.182 6.158 2.467
H 7.456 6.874 0.863
H 7.104 7.920 2.254
C -0.805 -4.671 -2.435
C -0.472 -5.725 -3.443
N -0.209 -6.553 -4.235
H -0.749 -5.087 -1.432
H -0.100 -3.843 -2.516
H -1.814 -4.295 -2.610
C -4.014 -2.369 -4.610
C -4.715 -3.689 -4.443
N -5.261 -4.721 -4.310
H -2.942 -2.528 -4.737
H -4.404 -1.853 -5.489
H -4.175 -1.747 -3.729
C 6.945 -3.517 -5.574
C 6.264 -4.838 -5.397
N 5.729 -5.875 -5.259
H 8.017 -3.668 -5.705
H 6.546 -3.009 -6.452
H 6.778 -2.894 -4.694
C 1.589 -7.045 0.808
C 0.888 -5.751 0.536
N 0.337 -4.735 0.322
H 2.085 -7.000 1.778
H 0.867 -7.863 0.814
H 2.334 -7.233 0.034
C 5.912 10.809 0.300
C 7.329 10.358 0.473
N 8.452 10.011 0.606
H 5.893 11.834 -0.075
H 5.400 10.159 -0.411
H 5.391 10.770 1.258
C -2.585 -9.039 -5.051
C -3.279 -10.355 -4.882
N -3.824 -11.387 -4.749
H -1.513 -9.199 -5.175
H -2.973 -8.526 -5.932
H -2.752 -8.416 -4.173
C -4.054 -1.525 -0.270
C -5.403 -0.902 -0.455
N -6.462 -0.415 -0.601
H -4.151 -2.610 -0.211
H -3.409 -1.270 -1.112
H -3.598 -1.160 0.651
C -10.503 1.864 4.550
C -9.019 1.679 4.545
N -7.853 1.534 4.541
H -10.970 1.102 5.176
H -10.752 2.851 4.943
H -10.891 1.777 3.534
*
```

Atomic partial charges in e from the Löwdin method, atoms 1 to 99:
1 O 0.01
2 C -0.38
3 O -0.01
4 C -0.09
5 C -0.14
6 C -0.23
7 C -0.11
8 C -0.21
9 N 0.03
10 C -0.36
11 O 0.03
12 H 0.02
13 H 0.12
14 H 0.13
15 H 0.13
16 H 0.12
17 H 0.14
18 H 0.11
19 H 0.12
20 H 0.11
21 H 0.09
22 H 0.07
23 C -0.07
24 C -0.25
25 N 0.10
26 H 0.05
27 H 0.08
28 H 0.05
29 C -0.07
30 C -0.23
31 N 0.12
32 H 0.04
33 H 0.08
34 H 0.08
35 C -0.11
36 C -0.23
37 N 0.12
38 H 0.03
39 H 0.04
40 H 0.02
41 C -0.07
42 C -0.24
43 N 0.13
44 H 0.08
45 H 0.05
46 H 0.02
47 C -0.04
48 C -0.17
49 N 0.16
50 H 0.08
51 H 0.06
52 H 0.09
53 C -0.07
54 C -0.23
55 N 0.13
56 H 0.08
57 H 0.08
58 H 0.06
59 C -0.06
60 C -0.23
61 N 0.12
62 H 0.02
63 H 0.04
64 H 0.08
65 C -0.06
66 C -0.26
67 N 0.10
68 H 0.07
69 H 0.08
70 H 0.07
71 C -0.06
72 C -0.23
73 N 0.12
74 H 0.08
75 H 0.08
76 H 0.08
77 C -0.05
78 C -0.20
79 N 0.14
80 H 0.08
81 H 0.08
82 H 0.08
83 C -0.07
84 C -0.26
85 N 0.11
86 H 0.08
87 H 0.08
88 H 0.08
89 C -0.09
90 C -0.26
91 N 0.10
92 H 0.07
93 H 0.08
94 H 0.07
95 C -0.08
96 C -0.26
97 N 0.11
98 H 0.08
99 H 0.03

Entry from the Open Molecules 2025 dataset: a cluster of 3 separate species, C35H54N2O5 in total at a distorted geometry (ωB97M-V/def2-TZVPD).

As for the HOMO energy (alpha / beta): -8.7679 / -9.1626 eV. As for the expectation value of S²: 2.01. The relative energy (zero: lowest compared OMol25 entry of this formula, charge and spin) is 3.708 eV. For the largest force on an atom, the calculation gives 0.100 hartree/bohr. As for the HOMO-LUMO gap (alpha / beta): 8.046 / 8.441 eV.

ORCA input file:
```
! wB97M-V def2-TZVPD RIJCOSX def2/J DEFGRID3
* xyz 0 3
C -1.141 1.127 -5.043
C -1.495 0.773 -3.521
C -1.907 -0.742 -3.414
C -1.995 -1.331 -1.974
C -1.322 -2.628 -1.772
C -1.329 -3.357 -0.514
C -2.047 -2.763 0.595
C -2.705 -1.443 0.448
C -2.689 -0.704 -0.828
C -3.373 0.675 -0.983
C -3.432 -0.935 1.717
O -4.426 -0.240 1.734
C -2.882 -1.400 3.109
C -2.290 -2.615 3.225
C -1.804 -3.063 4.627
C -0.214 -2.600 4.790
C 0.619 -2.611 3.397
O 0.773 -3.651 4.553
C -2.129 -3.515 1.961
O -2.105 -4.720 2.054
H -1.931 1.812 -5.461
H -0.162 1.663 -5.088
H -1.166 0.214 -5.701
H -2.425 1.371 -3.312
H -0.704 1.097 -2.804
H -2.861 -0.944 -3.983
H -1.117 -1.326 -3.972
H -0.791 -3.087 -2.636
H -0.793 -4.329 -0.431
H -3.831 1.081 -0.051
H -4.199 0.654 -1.751
H -2.611 1.438 -1.308
H -3.020 -0.682 3.946
H -2.306 -2.502 5.459
H -1.810 -4.170 4.763
H 0.025 -1.763 5.539
H 0.382 -3.382 2.635
H 1.579 -2.063 3.512
C 4.233 -4.331 -1.511
C 5.568 -4.178 -0.739
C 6.096 -5.567 -0.340
C 5.317 -6.204 0.809
C 5.229 -5.254 2.000
C 4.684 -3.866 1.627
N 5.373 -3.281 0.439
O 6.569 -2.864 0.833
C 3.165 -3.958 1.368
C 4.779 -2.952 2.863
C 6.528 -3.570 -1.779
H 3.620 -5.156 -1.151
H 3.643 -3.412 -1.467
H 4.407 -4.540 -2.568
H 7.148 -5.492 -0.042
H 6.073 -6.237 -1.204
H 4.316 -6.496 0.480
H 5.814 -7.128 1.117
H 4.603 -5.706 2.775
H 6.229 -5.154 2.438
H 2.771 -3.005 1.006
H 2.629 -4.201 2.289
H 2.883 -4.735 0.660
H 5.796 -2.872 3.250
H 4.167 -3.344 3.679
H 4.420 -1.944 2.635
H 6.188 -2.581 -2.096
H 6.580 -4.204 -2.667
H 7.550 -3.480 -1.407
C -1.427 5.968 1.059
C -1.496 5.840 -0.483
C -1.511 7.241 -1.119
C -2.845 7.964 -0.958
C -3.999 7.093 -1.448
C -4.015 5.695 -0.809
N -2.685 5.023 -0.872
O -2.501 4.609 -2.119
C -4.489 5.800 0.657
C -5.121 4.859 -1.482
C -0.170 5.148 -0.855
H -1.976 6.826 1.444
H -1.801 5.066 1.549
H -0.399 6.106 1.401
H -1.288 7.164 -2.189
H -0.715 7.855 -0.686
H -3.004 8.254 0.085
H -2.825 8.896 -1.530
H -4.945 7.606 -1.250
H -3.926 7.003 -2.538
H -4.417 4.834 1.162
H -5.536 6.111 0.702
H -3.945 6.535 1.246
H -4.992 4.785 -2.563
H -6.100 5.313 -1.317
H -5.153 3.847 -1.071
H -0.114 4.148 -0.419
H 0.679 5.723 -0.479
H -0.027 5.062 -1.934
*
```

Need the Löwdin charges? In units of e they are:
1 C -0.11
2 C -0.25
3 C -0.17
4 C -0.13
5 C -0.02
6 C -0.01
7 C -0.06
8 C -0.01
9 C -0.10
10 C -0.05
11 C -0.30
12 O 0.08
13 C 0.06
14 C -0.15
15 C -0.06
16 C -0.20
17 C -0.01
18 O -0.16
19 C -0.30
20 O 0.11
21 H 0.07
22 H 0.07
23 H 0.07
24 H 0.08
25 H 0.11
26 H 0.13
27 H 0.11
28 H 0.10
29 H 0.12
30 H 0.07
31 H 0.11
32 H 0.07
33 H 0.13
34 H 0.11
35 H 0.12
36 H 0.15
37 H 0.10
38 H 0.10
39 C -0.04
40 C -0.48
41 C -0.14
42 C -0.18
43 C -0.13
44 C -0.48
45 N -0.06
46 O -0.02
47 C -0.04
48 C -0.04
49 C -0.05
50 H 0.06
51 H 0.09
52 H 0.08
53 H 0.12
54 H 0.13
55 H 0.10
56 H 0.11
57 H 0.13
58 H 0.13
59 H 0.09
60 H 0.07
61 H 0.06
62 H 0.08
63 H 0.09
64 H 0.09
65 H 0.09
66 H 0.08
67 H 0.08
68 C -0.04
69 C -0.48
70 C -0.14
71 C -0.18
72 C -0.14
73 C -0.49
74 N -0.06
75 O -0.03
76 C -0.04
77 C -0.04
78 C -0.05
79 H 0.06
80 H 0.09
81 H 0.08
82 H 0.12
83 H 0.13
84 H 0.10
85 H 0.11
86 H 0.12
87 H 0.12
88 H 0.09
89 H 0.09
90 H 0.06
91 H 0.08
92 H 0.09
93 H 0.08
94 H 0.09
95 H 0.08
96 H 0.08

Entry from the Open Molecules 2025 dataset: a structure of composition C35H54N4O7SbSi3Ta at a distorted geometry (ωB97M-V/def2-TZVPD).

As for the HOMO energy: -12.6775 eV. The relative energy (zero: lowest compared OMol25 entry of this formula, charge and spin) is 1.447 eV. For the largest force on an atom, the calculation gives 0.037 hartree/bohr. As for the HOMO-LUMO gap: 5.974 eV.

ORCA input file:
```
! wB97M-V def2-TZVPD RIJCOSX def2/J DEFGRID3
* xyz 2 1
Ta -0.637 0.288 0.424
N -4.068 1.126 2.667
C -2.848 0.732 2.370
O -2.646 -0.062 1.406
C -1.692 1.220 3.196
C -0.376 0.576 2.718
H -4.841 0.822 2.093
H -4.249 1.787 3.404
H -1.902 1.002 4.246
H -1.661 2.308 3.103
H -0.173 -0.305 3.321
H 0.438 1.275 2.915
C 2.112 -1.204 -2.794
Sb 0.841 -2.455 -1.568
C -0.959 -1.150 -1.217
C -0.727 -0.104 -2.193
C -1.242 0.073 -3.486
C -0.843 1.165 -4.216
C 0.030 2.110 -3.654
C 0.456 1.918 -2.365
N 0.105 0.827 -1.665
Si -2.412 -2.394 -1.469
C -4.083 -1.534 -1.351
C -2.303 -3.781 -0.186
C -2.152 -3.298 -3.122
C 2.106 -2.549 0.248
C 1.189 -2.674 1.409
C 1.526 -3.511 2.488
C 0.625 -3.800 3.483
C -0.650 -3.247 3.403
C -0.891 -2.350 2.396
N 0.003 -2.024 1.437
Si 2.882 -4.316 -0.164
C 4.240 -4.876 1.035
C 3.607 -4.345 -1.906
C 1.491 -5.595 -0.090
Si 3.473 -1.224 0.592
C 3.709 -1.126 2.462
C 3.067 0.533 0.011
C 5.092 -1.667 -0.269
H 1.578 -1.006 -3.725
H 3.008 -1.776 -3.025
H 2.386 -0.266 -2.322
H -1.951 -0.638 -3.886
H -1.211 1.314 -5.224
H 0.367 2.966 -4.221
H 1.124 2.613 -1.870
H -4.008 -0.655 -0.716
H -4.830 -2.204 -0.922
H -4.448 -1.213 -2.329
H -2.738 -3.510 0.777
H -1.273 -4.104 -0.023
H -2.860 -4.643 -0.560
H -1.569 -2.744 -3.860
H -3.113 -3.549 -3.576
H -1.625 -4.235 -2.935
H 2.513 -3.946 2.503
H 0.901 -4.456 4.299
H -1.424 -3.496 4.115
H -1.847 -1.854 2.326
H 4.752 -4.069 1.560
H 4.995 -5.425 0.470
H 3.842 -5.568 1.781
H 4.348 -3.563 -2.075
H 2.840 -4.273 -2.680
H 4.112 -5.302 -2.047
H 0.937 -5.560 0.849
H 1.927 -6.593 -0.172
H 0.783 -5.480 -0.913
H 2.790 -0.819 2.967
H 4.477 -0.386 2.697
H 4.029 -2.072 2.902
H 3.138 1.236 0.842
H 2.072 0.649 -0.419
H 3.789 0.847 -0.745
H 5.407 -2.699 -0.125
H 5.882 -1.027 0.131
H 5.042 -1.479 -1.344
N -4.382 4.217 -2.515
C -3.384 3.152 -2.611
C -3.498 2.205 -1.409
O -4.413 2.555 -0.538
O -2.807 1.218 -1.262
H -3.966 5.138 -2.510
H -4.825 3.372 -0.935
H -5.066 4.182 -3.258
H -2.368 3.547 -2.611
H -3.490 2.550 -3.513
O 0.670 2.182 0.622
C -0.379 2.882 0.683
O -1.493 2.261 0.546
C -0.364 4.322 0.933
C -1.517 5.062 0.674
C -1.566 6.429 0.926
C -0.441 6.997 1.479
O -0.250 8.276 1.847
C 1.069 8.362 2.399
O 1.656 7.065 2.288
C 0.714 6.254 1.748
C 0.792 4.919 1.471
H -2.386 4.553 0.280
H -2.441 7.024 0.704
H 1.009 8.656 3.448
H 1.657 9.088 1.838
H 1.688 4.345 1.660
*
```

Atomic partial charges in e from the Löwdin method, atoms 1 to 99:
1 Ta 2.07
2 N 0.26
3 C -0.48
4 O -0.11
5 C -0.16
6 C -0.21
7 H 0.15
8 H 0.14
9 H 0.14
10 H 0.12
11 H 0.05
12 H 0.07
13 C -0.26
14 Sb 1.53
15 C -0.57
16 C -0.51
17 C -0.02
18 C -0.02
19 C -0.03
20 C -0.10
21 N -0.07
22 Si 0.46
23 C -0.16
24 C -0.17
25 C -0.19
26 C -0.54
27 C -0.42
28 C -0.05
29 C 0.00
30 C -0.03
31 C -0.19
32 N 0.00
33 Si 0.45
34 C -0.17
35 C -0.19
36 C -0.17
37 Si 0.51
38 C -0.16
39 C -0.17
40 C -0.17
41 H 0.02
42 H 0.01
43 H -0.02
44 H 0.11
45 H 0.13
46 H 0.12
47 H 0.13
48 H -0.01
49 H 0.04
50 H 0.04
51 H 0.03
52 H 0.00
53 H 0.05
54 H 0.01
55 H 0.05
56 H 0.03
57 H 0.09
58 H 0.13
59 H 0.12
60 H 0.09
61 H 0.02
62 H 0.05
63 H 0.04
64 H 0.02
65 H 0.01
66 H 0.05
67 H 0.03
68 H 0.05
69 H 0.01
70 H 0.03
71 H 0.05
72 H 0.03
73 H 0.04
74 H -0.04
75 H 0.05
76 H 0.02
77 H 0.05
78 H 0.03
79 N 0.03
80 C -0.13
81 C -0.50
82 O 0.13
83 O 0.01
84 H 0.10
85 H 0.11
86 H 0.10
87 H 0.12
88 H 0.13
89 O -0.09
90 C -0.55
91 O -0.12
92 C -0.14
93 C 0.00
94 C 0.04
95 C -0.19
96 O 0.07
97 C -0.09
98 O 0.06
99 C -0.19